Below is C30H27AgN5O3S as an isolated structure in a non-equilibrium geometry, with properties calculated with ωB97M-V with the def2-TZVPD basis set.

The geometry in XYZ format:
```
67
Properties=species:S:1:pos:R:3:forces:R:3:lowdin_charge:R:1
Ag -0.9950 -2.6821 -0.4873 -1.1 0.5 -0.5 0.64
C 0.8358 4.2953 -0.8463 0.0 0.0 0.1 -0.07
O -0.4509 4.6009 -0.3107 0.0 0.1 -0.2 -0.11
C -0.8764 3.7773 0.7063 -0.1 0.1 0.1 -0.25
C -1.0554 4.3254 1.9652 0.0 0.0 0.1 -0.02
C -1.5316 3.5410 3.0069 0.0 -0.1 -0.1 -0.09
C -1.8418 2.2065 2.7742 0.0 0.1 0.0 -0.08
C -1.6897 1.6643 1.5075 0.0 0.0 0.0 0.00
C -1.2009 2.4442 0.4641 -0.1 -0.2 -0.1 -0.16
N -1.0840 1.9501 -0.8552 0.0 0.1 0.1 0.13
C -1.0341 0.5807 -1.1666 -0.2 0.1 -0.4 -0.37
N -1.8938 0.2492 -2.1656 -0.1 -0.2 0.1 0.14
C -2.0464 -0.9365 -2.9700 0.2 0.4 0.1 -0.21
C -1.6125 -2.2063 -2.5996 0.0 -0.1 0.3 -0.15
C -1.8584 -3.2063 -3.5524 0.0 -0.1 -0.1 -0.18
C -2.5214 -2.9892 -4.7551 0.0 0.1 0.1 -0.13
C -2.9803 -1.7121 -5.0652 0.0 -0.1 0.0 -0.06
C -2.7222 -0.6909 -4.1721 0.1 0.1 0.0 -0.26
O -3.1785 0.6064 -4.4095 -0.2 0.0 -0.2 -0.14
C -2.6747 1.2273 -5.5786 0.1 0.0 0.1 -0.09
N -0.2336 -0.2355 -0.5947 0.3 -0.1 0.3 0.13
C 0.8224 0.2305 0.1918 0.1 0.0 -0.1 -0.22
C 1.8722 0.9702 -0.3398 0.0 0.0 0.0 -0.04
C 2.9607 1.3696 0.4367 -0.1 0.0 0.0 -0.12
C 3.0112 1.0194 1.7739 -0.2 0.1 0.0 -0.12
C 1.9889 0.2460 2.3260 0.0 0.2 -0.1 -0.03
C 0.9153 -0.1578 1.5441 0.0 -0.1 0.2 -0.25
O -0.0947 -0.9386 1.9863 0.0 -0.1 0.0 -0.13
C -0.1773 -1.2218 3.3712 0.1 0.0 0.0 -0.08
H 1.3386 5.2434 -1.0378 0.0 0.0 0.0 0.08
H 0.7476 3.7367 -1.7789 0.0 0.0 0.0 0.08
H 1.4193 3.7051 -0.1393 0.0 0.0 0.0 0.08
H -0.8061 5.3697 2.1066 0.0 0.0 0.0 0.11
H -1.6672 3.9726 3.9909 0.0 0.0 0.0 0.09
H -2.2395 1.5803 3.5618 0.0 0.0 0.0 0.09
H -1.9674 0.6312 1.3249 0.0 0.1 0.0 0.10
H -1.4599 2.5571 -1.5672 0.0 0.0 0.0 0.14
H -2.5328 0.9786 -2.4328 0.0 0.0 0.0 0.13
H -1.5319 -4.2212 -3.3355 0.0 0.0 0.0 0.07
H -2.7099 -3.8096 -5.4405 0.0 0.0 0.0 0.08
H -3.5387 -1.5171 -5.9725 0.0 0.0 0.0 0.10
H -2.6416 0.5380 -6.4224 0.0 0.0 0.0 0.08
H -1.6641 1.6091 -5.4029 0.1 0.0 0.0 0.09
H -3.3325 2.0594 -5.8249 0.0 0.0 0.0 0.08
H 1.8144 1.2392 -1.3885 0.0 0.0 0.0 0.11
H 3.7538 1.9601 -0.0063 0.0 0.0 0.0 0.09
H 3.8395 1.3360 2.3965 0.0 0.0 0.0 0.10
H 2.0309 -0.0352 3.3685 0.0 0.0 0.0 0.10
H -1.1056 -1.7667 3.5109 0.0 0.0 0.0 0.04
H -0.2084 -0.2941 3.9476 0.0 0.0 0.1 0.09
H 0.6724 -1.8290 3.7024 0.0 0.0 0.0 0.07
N 0.8154 -3.9490 -0.5217 0.7 -0.5 0.1 0.10
C 1.5946 -3.5643 0.2363 0.5 0.2 0.4 -0.14
C 2.5894 -3.0886 1.1865 -0.7 -0.1 -0.6 -0.22
C 2.5237 -3.4957 2.5105 0.1 -0.1 0.3 -0.04
C 3.4585 -3.0127 3.4152 -0.1 0.0 -0.1 -0.08
C 4.4378 -2.1237 2.9914 0.1 0.0 0.0 -0.08
C 4.4849 -1.7102 1.6679 0.0 -0.2 -0.1 -0.09
C 3.5518 -2.1862 0.7590 0.3 0.1 0.0 -0.03
H 1.7387 -4.1714 2.8237 0.0 0.0 0.0 0.12
H 3.4126 -3.3242 4.4502 0.0 0.0 0.0 0.10
H 5.1583 -1.7380 3.7014 0.0 0.0 0.0 0.10
H 5.2281 -0.9949 1.3430 0.0 0.0 0.0 0.11
H 3.5444 -1.8419 -0.2667 0.0 0.0 0.0 0.13
S -3.8337 -1.2547 3.1791 0.3 -0.3 -0.5 0.37
C -3.0624 -2.1375 1.9876 -0.4 0.2 0.6 -0.99
N -2.5060 -2.7781 1.1903 0.2 0.0 0.0 -0.05
```
Positions in Å, forces in eV/Å.

charge = -1
relative energy (zero: lowest compared OMol25 entry of this formula, charge and spin) = 132.84 kJ/mol
calculated total energy = -59975.7737 eV
LUMO = 2.406 eV
2S+1 = 1
F_max = 1.3 eV Å⁻¹